(1)
Entry from OMol25: a 2-piece molecular cluster, C6H10NO overall (ωB97M-V with the def2-TZVPD basis set).

Atoms and positions in Å:
C  0.46202  1.54521  1.28399
C  -0.63617  -1.54870  -0.26945
C  1.23262  -1.41019  -1.98318
C  1.09153  -0.11032  -1.22733
C  0.65864  -1.37850  -0.59786
C  -1.96587  1.10198  1.42913
N  -0.59228  0.89471  1.00325
O  -1.73108  -1.71429  -0.03384
H  0.51748  2.27153  2.04186
H  1.34047  1.38777  0.70423
H  0.54155  -1.57400  -2.76794
H  2.28052  -1.92551  -1.99890
H  1.95500  0.36214  -0.78449
H  0.33694  0.66640  -1.51514
H  1.27721  -1.78739  0.15974
H  -2.35668  0.18353  1.68902
H  -2.35640  1.41597  0.54407
H  -2.05550  1.61967  2.32286

Summary:
Kohn-Sham gap = 8.69 eV
ΔE to the lowest compared entry with this formula, charge and spin = 3.178 eV
Strongest force on any atom = 0.0747 hartree/bohr
HOMO = -13.4 eV
Charge = +1
E_LUMO = -4.700 eV
DFT total energy = -9911.2153 eV

---

(2)
Entry from OMol25: an isolated ion of composition C6H10NO and charge +1 (ωB97M-V with the def2-TZVPD basis set).

Atoms and positions in Å:
O  -1.00717  1.85604  -0.06502
C  0.04454  2.42173  -0.19379
C  1.36090  1.72202  -0.36322
C  1.33232  0.29990  -1.05490
C  0.03212  -0.38049  -0.80633
C  -0.16439  -1.19116  0.22617
N  -1.44026  -1.70416  0.53715
C  -1.71469  -2.31322  1.62393
H  0.11014  3.52343  -0.20365
H  1.91528  1.52443  0.55409
H  1.99228  2.38790  -0.95761
H  2.18676  -0.23660  -0.69652
H  1.46540  0.39816  -2.13132
H  -0.83478  -0.14298  -1.39529
H  0.60396  -1.48199  0.87123
H  -2.22816  -1.56365  -0.08146
H  -0.90653  -2.61156  2.27976
H  -2.74772  -2.50779  1.85680

Summary:
Kohn-Sham gap = 8.14 eV
ΔE to the lowest compared entry with this formula, charge and spin = 1.130 eV
Strongest force on any atom = 0.0303 hartree/bohr
HOMO = -13.2 eV
Charge = +1
E_LUMO = -5.036 eV
SMILES = C=[NH+]/C=C/CCC=O
DFT total energy = -9913.2630 eV

---

(3)
Entry from OMol25: C6H10NO5P as an isolated structure (ωB97M-V with the def2-TZVPD basis set).

Atoms and positions in Å:
C  -3.92627  0.01002  0.51308
C  0.76721  -2.26830  -0.15121
C  1.05627  0.76880  -1.19806
C  -2.29134  0.19245  0.36418
C  -1.45428  -0.87096  -0.30953
C  -0.12096  -1.16379  0.32675
N  1.01452  0.32332  0.16483
O  -4.50817  0.67960  1.37071
O  0.22457  -3.23886  -0.64866
O  -4.35725  -0.85654  -0.23554
O  2.00356  -2.15793  0.11152
O  3.14929  1.44672  1.16822
P  2.46898  -0.16758  0.96144
H  1.49394  -0.12353  -1.73615
H  0.18255  1.08368  -1.57637
H  1.85690  1.51025  -1.24030
H  -1.80078  0.57592  1.27186
H  -2.40037  1.11597  -0.23786
H  -1.82230  -1.86024  -0.13768
H  -1.37926  -0.62269  -1.35780
H  -0.31718  -1.32365  1.37460
H  2.50227  1.81895  1.82610
H  3.40507  -0.32534  -0.10460

Summary:
Kohn-Sham gap = 7.36 eV
ΔE to the lowest compared entry with this formula, charge and spin = 3.277 eV
Strongest force on any atom = 0.1129 hartree/bohr
HOMO = -1.5 eV
Charge = -2
E_LUMO = 5.884 eV
DFT total energy = -27400.2278 eV

---

(4)
Entry from OMol25: an isolated ion of composition C6H10NS and charge +1 (ωB97M-V with the def2-TZVPD basis set).

Atoms and positions in Å:
C  0.29037  -1.77507  0.90272
C  -0.50331  -0.74277  1.53559
C  0.52414  -1.70429  -0.41418
C  -0.94630  0.40232  0.99012
C  -0.03869  -0.62849  -1.23115
C  0.81804  1.66422  -0.25304
N  -0.38893  0.78769  -0.27549
S  -1.53843  -1.00145  -2.15384
H  0.75520  -2.65076  1.47572
H  -0.82809  -0.77140  2.58488
H  1.11567  -2.43277  -0.74990
H  -1.45575  1.20690  1.59687
H  0.64586  -0.16672  -2.03118
H  1.76375  1.38479  0.22380
H  0.91577  1.90873  -1.31080
H  0.37892  2.55823  0.22035
H  -0.96564  1.13967  -1.06712
H  -1.96287  -1.74667  -1.16865

Summary:
Kohn-Sham gap = 9.47 eV
ΔE to the lowest compared entry with this formula, charge and spin = 1.569 eV
Strongest force on any atom = 0.0882 hartree/bohr
HOMO = -13.6 eV
Charge = +1
E_LUMO = -4.169 eV
SMILES = C[N@@H+]1C=CC=C[C@H]1S
DFT total energy = -18700.3424 eV

---

(5)
Entry from OMol25: C6H10NaO6 as an isolated structure (ωB97M-V with the def2-TZVPD basis set).

Atoms and positions in Å:
O  -1.48933  2.01541  -0.35094
C  -2.26277  1.13969  -0.08514
O  -2.21735  -0.13829  -0.45597
C  -1.05134  -0.66172  -1.13662
C  -0.27855  -1.60634  -0.23761
C  0.25959  -1.00700  1.06096
C  1.14390  0.20471  0.91614
O  2.32050  -0.18814  0.09628
C  3.21617  0.64387  -0.19762
O  3.13622  1.86576  0.19061
O  4.23465  0.24546  -0.85081
H  -0.45406  0.19118  -1.47731
H  -1.44307  -1.19395  -2.00965
H  0.54830  -2.00277  -0.84499
H  -0.91641  -2.46388  0.01706
H  0.79943  -1.78217  1.62063
H  -0.57081  -0.68907  1.70933
H  1.53193  0.53841  1.88503
H  0.65781  1.03557  0.39001
H  4.92330  0.91448  -1.01886
H  -3.69803  2.33724  0.19586
Na  -4.86015  -0.76097  0.31396
O  -3.52993  1.36253  0.26965

Summary:
Kohn-Sham gap (spin up / spin down) = 11.24 / 6.23 eV
Spin multiplicity = 2
Strongest force on any atom = 0.0585 hartree/bohr
HOMO (spin up / spin down) = -18.0 / -18.0 eV
Charge = +2
E_LUMO (spin up / spin down) = -6.764 / -11.773 eV
DFT total energy = -23068.6842 eV

---

(6)
Entry from OMol25: one molecule with the formula C6H10O (ωB97M-V with the def2-TZVPD basis set).

Atoms and positions in Å:
C  1.99616  -0.40724  0.13291
C  0.80254  0.40893  0.50225
C  0.23445  1.46843  -0.36039
C  -1.23111  1.21580  -0.11289
C  -1.72596  -0.04913  -0.12072
C  -0.87242  -1.12719  0.25403
O  -1.09979  -2.39754  -0.25955
H  1.89336  -0.75422  -0.89781
H  2.94279  0.14617  0.22348
H  2.05922  -1.28886  0.78033
H  0.78471  0.74047  1.55380
H  0.47639  1.32296  -1.42498
H  0.50198  2.50847  -0.11453
H  -1.88355  2.05245  0.11540
H  -2.75485  -0.23457  -0.44199
H  -0.53121  -1.24764  1.26289
H  -1.59272  -2.35731  -1.09224

Summary:
Kohn-Sham gap = 7.93 eV
ΔE to the lowest compared entry with this formula, charge and spin = 3.441 eV
Strongest force on any atom = 0.0155 hartree/bohr
HOMO = -7.3 eV
E_LUMO = 0.635 eV
DFT total energy = -8427.7996 eV